{
  "formula": "C42H41Br2CsF9N5OS4",
  "method": "the ωB97M-V functional and the def2-TZVPD basis",
  "symbols": ["Cs", "C", "C", "C", "C", "C", "C", "N", "C", "C", "C", "C", "C", "N", "C", "C", "C", "C", "C", "C", "N", "H", "H", "H", "H", "H", "H", "H", "H", "H", "H", "H", "H", "H", "H", "H", "C", "C", "C", "C", "C", "C", "C", "C", "N", "C", "C", "C", "C", "N", "C", "C", "C", "C", "C", "C", "C", "C", "H", "H", "H", "H", "H", "H", "H", "H", "H", "H", "H", "H", "H", "H", "H", "H", "H", "H", "H", "H", "H", "H", "H", "H", "Br", "C", "Br", "H", "H", "S", "S", "S", "S", "F", "C", "F", "F", "C", "O", "C", "F", "F", "F", "C", "F", "F", "F"],
  "positions_angstrom": [[-0.14, 3.04, 0.56], [-3.52, 0.86, 1.75], [-2.73, -0.13, 2.54], [-3.36, -1.20, 3.18], [-2.61, -2.05, 3.96], [-1.25, -1.81, 4.11], [-0.69, -0.73, 3.43], [-1.42, 0.07, 2.65], [0.74, -0.35, 3.63], [1.64, -1.21, 4.27], [2.88, -0.71, 4.64], [3.20, 0.60, 4.33], [2.29, 1.35, 3.59], [1.09, 0.87, 3.25], [2.63, 2.74, 3.16], [3.95, 3.17, 3.13], [4.20, 4.50, 2.82], [3.15, 5.34, 2.52], [1.85, 4.81, 2.51], [0.68, 5.65, 2.08], [1.61, 3.55, 2.85], [-4.17, 0.38, 1.02], [-2.87, 1.57, 1.25], [-4.16, 1.46, 2.41], [-4.43, -1.34, 3.06], [-3.07, -2.89, 4.46], [-0.66, -2.43, 4.76], [1.37, -2.23, 4.49], [3.58, -1.34, 5.17], [4.13, 1.03, 4.68], [4.76, 2.49, 3.31], [5.22, 4.87, 2.79], [3.31, 6.37, 2.26], [0.90, 6.71, 2.21], [-0.22, 5.39, 2.65], [0.48, 5.48, 1.02], [-2.81, -3.77, -2.70], [-2.82, -4.32, -1.30], [-3.87, -5.14, -0.88], [-3.89, -5.67, 0.40], [-2.84, -5.41, 1.27], [-1.77, -4.61, 0.88], [-0.61, -4.34, 1.79], [-1.79, -4.05, -0.40], [-0.67, -3.26, -0.77], [-0.76, -2.00, -0.87], [-1.99, -1.16, -0.64], [0.51, -1.25, -1.20], [0.96, -0.24, -0.19], [1.22, -1.47, -2.23], [0.87, -2.33, -3.28], [1.39, -3.63, -3.30], [2.22, -4.11, -2.15], [1.11, -4.44, -4.39], [0.35, -3.97, -5.46], [-0.13, -2.68, -5.44], [0.12, -1.83, -4.36], [-0.40, -0.43, -4.34], [-3.33, -4.44, -3.38], [-1.80, -3.62, -3.06], [-3.32, -2.80, -2.74], [-4.67, -5.35, -1.57], [-4.72, -6.29, 0.72], [-2.84, -5.84, 2.27], [-0.62, -5.03, 2.64], [-0.65, -3.32, 2.19], [0.33, -4.44, 1.25], [-2.84, -1.76, -0.32], [-2.25, -0.63, -1.55], [-1.78, -0.40, 0.12], [0.35, -0.21, 0.71], [0.99, 0.77, -0.64], [1.99, -0.46, 0.09], [3.01, -3.39, -1.92], [2.67, -5.08, -2.37], [1.59, -4.21, -1.26], [1.51, -5.45, -4.41], [0.15, -4.62, -6.31], [-0.71, -2.30, -6.27], [-0.63, -0.09, -5.35], [0.31, 0.26, -3.90], [-1.32, -0.35, -3.76], [-2.05, 2.18, -2.13], [-2.68, 4.03, -2.02], [-1.22, 5.27, -1.76], [-3.42, 4.14, -1.23], [-3.12, 4.25, -2.99], [-2.66, 4.76, 3.17], [-4.56, 5.08, 2.41], [-4.89, 3.76, 0.82], [-5.17, 4.79, -0.95], [3.83, 1.36, -0.63], [3.67, 1.97, -1.81], [3.01, 1.11, -2.61], [4.91, 2.12, -2.33], [2.86, 3.30, -1.65], [1.81, 3.12, -0.86], [3.84, 4.38, -1.09], [3.17, 5.44, -0.62], [4.72, 4.85, -2.01], [4.58, 3.89, -0.08], [2.41, 3.76, -3.08], [2.14, 5.07, -3.10], [1.30, 3.12, -3.46], [3.34, 3.54, -4.05]],
  "mulliken_charge": [1.252, -1.117, 0.339, -0.959, -0.440, -0.813, 1.085, 0.248, 0.509, -0.977, -1.028, -0.722, 0.226, 0.216, 0.755, -0.776, -0.735, -0.756, 1.326, -1.369, -0.099, 0.299, 0.080, 0.599, 0.451, 0.427, 0.287, 0.326, 0.403, 0.393, 0.302, 0.391, 0.355, 0.515, -0.146, 0.160, -1.117, 0.736, -0.802, -0.950, -0.780, 1.063, -1.457, 0.124, 0.282, 0.973, -0.306, -0.458, 0.999, -0.317, 0.349, 0.941, -1.194, -0.873, -0.874, -0.933, 1.164, -1.206, 0.541, -0.164, 0.267, 0.447, 0.371, 0.383, 0.425, 0.248, 0.234, 0.602, -0.268, -0.317, -0.678, -0.776, 0.475, 0.303, 0.476, -0.009, 0.352, 0.388, 0.397, 0.489, 0.007, 0.131, -0.042, 0.075, -0.150, -0.340, 0.419, -0.548, -0.206, -0.150, -0.621, -0.240, 0.149, -0.250, -0.305, 0.431, -0.135, 0.379, -0.245, -0.303, -0.268, 0.310, -0.268, -0.069, -0.320],
  "charge": -2,
  "orbital_gap_ha": 0.13735,
  "max_force_ev_per_a": 2.8
}